Model i:
DFT (the ωB97M-V functional and the def2-TZVPD basis) results for the ion C5H13N2 with charge +1.

Each line ends with the Löwdin charge.
Cartesian coordinates (Å):
C (1.6736, 0.9053, -0.1027)  -0.024
C (1.1259, -0.5220, -0.1684)  -0.308
N (0.3421, -0.6980, -1.4924)  0.211
C (0.3174, -0.9432, 1.0690)  -0.139
C (-0.8628, -0.0448, 1.4666)  -0.085
C (-1.6128, 0.8243, 0.7236)  -0.183
N (-2.0629, 0.3953, -0.5380)  0.026
H (1.8012, 1.4420, -1.0384)  0.089
H (2.6176, 0.8827, 0.4434)  0.097
H (1.0437, 1.4508, 0.6009)  0.076
H (1.9162, -1.2654, -0.2625)  0.142
H (-0.6508, -0.4813, -1.2163)  0.098
H (0.6493, -0.0990, -2.2337)  0.149
H (0.3859, -1.6678, -1.7327)  0.152
H (1.0457, -0.9302, 1.8764)  0.132
H (-0.0845, -1.9483, 0.8925)  0.118
H (-1.0587, -0.0236, 2.5395)  0.105
H (-1.4074, 1.8908, 0.7679)  0.126
H (-2.4052, 1.1494, -1.1150)  0.106
H (-2.7736, -0.3170, -0.4798)  0.113

Values from the calculation:
HOMO-LUMO gap, hartree: 0.3154
Total charge: +1
SMILES: C[C@H]([NH3+])C/C=C\N



Model ii:
DFT (the ωB97M-V functional and the def2-TZVPD basis) results for the ion C5H13N2 with charge +1.

Each line ends with the Löwdin charge.
Cartesian coordinates (Å):
N (-0.7262, -0.0306, 3.0216)  0.068
C (-0.9769, -0.1095, 1.6638)  -0.175
C (-0.2218, -0.7922, 0.7928)  -0.170
C (-0.6949, -1.0208, -0.6527)  -0.197
C (-0.5496, 0.1462, -1.6392)  -0.161
C (0.6210, 1.1475, -1.4184)  -0.113
N (1.8016, 0.4434, -0.7345)  0.166
H (-1.4450, 0.2288, 3.6720)  0.095
H (-0.1172, -0.7347, 3.4084)  0.100
H (-2.0346, 0.0173, 1.4434)  0.139
H (0.7254, -1.3106, 0.9702)  0.113
H (-1.7680, -1.1787, -0.6363)  0.110
H (-0.2319, -1.9317, -1.0277)  0.112
H (-0.4377, -0.1475, -2.6827)  0.116
H (-1.4768, 0.6883, -1.4991)  0.114
H (1.1217, 1.6013, -2.2782)  0.127
H (0.2783, 1.9579, -0.7844)  0.126
H (1.2600, 0.1649, 0.1129)  0.090
H (2.5428, 1.0828, -0.4385)  0.168
H (2.3299, -0.2222, -1.2934)  0.174

Values from the calculation:
HOMO-LUMO gap, hartree: 0.3272
Total charge: +1
SMILES: N/C=C/CCC[NH3+]



Model iii:
DFT (the ωB97M-V functional and the def2-TZVPD basis) results for the ion C5H13N2 with charge +1.

Each line ends with the Löwdin charge.
Cartesian coordinates (Å):
C (-2.0522, 2.2986, 0.8733)  -0.095
C (-0.7164, 1.4971, 1.0272)  -0.249
C (-0.7526, 0.2830, 0.1368)  -0.238
C (0.4048, -0.6086, -0.1054)  -0.278
N (0.7312, -1.5064, 1.0492)  0.258
C (0.9082, -0.5125, -1.3121)  -0.135
N (1.6755, -1.4711, -1.9241)  0.103
H (-2.9356, 2.0592, 1.4868)  0.076
H (-2.4253, 2.1879, -0.1529)  0.071
H (-1.7936, 3.3674, 1.1315)  0.093
H (0.0370, 2.1419, 0.5974)  0.103
H (-0.4718, 1.3452, 2.0958)  0.112
H (-1.0985, 0.5953, -0.8877)  0.129
H (-1.6388, -0.2923, 0.4470)  0.132
H (1.4129, -2.0970, 0.7788)  0.101
H (0.7335, -0.8167, 1.8938)  0.229
H (-0.0079, -2.2235, 1.2402)  0.193
H (0.8685, 0.5398, -1.8834)  0.204
H (2.0609, -1.3046, -2.8053)  0.085
H (1.6610, -2.4056, -1.5359)  0.106

Values from the calculation:
HOMO-LUMO gap, hartree: 0.3270
Total charge: +1
SMILES: CCC/C([NH3+])=C/N



Energies relative to the most stable structure, in hartree: model i 0.0292; model ii 0.0000; model iii 0.0327.



Model i:
DFT (the ωB97M-V functional and the def2-TZVPD basis) results for a structure of composition C5H13N2.

Each line ends with the Löwdin charge.
Cartesian coordinates (Å):
C (2.1487, -0.1654, 0.3993)  0.017
C (1.7849, -0.0755, -1.0616)  -0.209
C (0.3026, 0.1645, -1.3803)  -0.024
C (-0.7036, -0.5826, -0.8485)  -0.155
N (-2.0231, -0.2120, -0.8246)  -0.025
C (-2.3475, 0.9762, -0.0810)  -0.074
N (0.1417, -0.6435, 1.9534)  0.165
H (2.9206, -0.9286, 0.5380)  0.112
H (2.5345, 0.7443, 0.8390)  0.101
H (2.3870, 0.5819, -1.6864)  0.134
H (1.8320, -1.0450, -1.5754)  0.129
H (0.0367, 1.0233, -1.9988)  0.126
H (-0.3867, -1.4506, -0.2475)  0.125
H (-2.7014, -0.9585, -0.7582)  0.146
H (-2.2399, 0.7722, 1.0235)  0.091
H (-1.6391, 1.7775, -0.2604)  0.087
H (-3.3565, 1.3509, -0.2467)  0.096
H (0.4886, -1.1297, 2.7948)  0.070
H (1.1117, -0.3936, 1.0487)  0.030
H (-0.2913, 0.1942, 2.3727)  0.059

Values from the calculation:
HOMO-LUMO gap, hartree: 0.1660
Total charge: +1



Model ii:
DFT (the ωB97M-V functional and the def2-TZVPD basis) results for a cluster of 2 separate species, C5H13N2 in total.

Each line ends with the Löwdin charge.
Cartesian coordinates (Å):
C (2.5519, 0.3641, -0.2838)  -0.115
C (2.9821, -0.4965, 0.6697)  -0.041
C (-1.5692, 1.2213, 0.9289)  0.000
C (-1.2422, 0.0767, -1.2946)  -0.012
C (-0.0843, -0.7792, 0.7266)  -0.114
N (2.2711, 1.0630, -1.1972)  0.291
N (-1.3086, -0.0811, 0.2540)  -0.258
H (2.2570, -1.1231, 1.2112)  0.086
H (3.7569, -1.2775, 0.2132)  0.177
H (3.5736, 0.2394, 1.2987)  0.148
H (-1.7320, 1.0731, 1.9767)  0.106
H (-0.7251, 1.7581, 0.8817)  0.056
H (-2.3947, 1.7347, 0.5795)  0.084
H (-1.4111, -0.8669, -1.9937)  0.143
H (-2.0252, 0.7540, -1.7066)  0.095
H (-0.3102, 0.5180, -1.5227)  0.034
H (0.1759, -1.7867, 0.4036)  0.039
H (-0.0725, -0.5925, 1.7470)  -0.001
H (2.8527, 1.6008, -1.8261)  0.143
H (-2.1617, -0.5642, 0.4007)  0.138

Values from the calculation:
HOMO-LUMO gap (alpha / beta), hartree: 0.2251 / 0.2253
Total charge: +1



Model iii:
DFT (the ωB97M-V functional and the def2-TZVPD basis) results for the ion C5H13N2 with charge +1.

Each line ends with the Löwdin charge.
Cartesian coordinates (Å):
C (-2.5143, 0.7118, 0.1220)  0.033
C (-1.2202, -0.1209, -0.1964)  -0.456
C (0.0557, 0.5881, 0.3089)  -0.125
C (1.2884, -0.2886, 0.0850)  -0.436
C (2.5292, 0.4945, 0.3527)  -0.039
N (1.0689, -0.9984, -1.1902)  0.146
N (-1.2868, -1.3768, 0.2560)  0.333
H (-3.4136, 0.2306, -0.2689)  0.097
H (-2.4581, 1.7493, -0.2012)  0.111
H (-2.6708, 0.6403, 1.1882)  0.094
H (-1.1365, 0.0074, -1.3259)  0.237
H (0.1541, 1.4938, -0.2819)  0.134
H (-0.0969, 0.8057, 1.3623)  0.140
H (2.4371, 0.7194, 1.4198)  0.099
H (2.5403, 1.5097, -0.0340)  0.089
H (-2.1313, -1.8569, -0.1002)  0.134
H (1.8804, -1.5586, -1.4447)  0.118
H (0.2940, -1.6319, -1.0516)  0.052
H (1.2394, -1.0728, 0.8563)  0.147
H (3.4409, -0.0459, 0.1438)  0.090

Values from the calculation:
HOMO-LUMO gap, hartree: 0.2086
Total charge: +1



Model iv:
DFT (the ωB97M-V functional and the def2-TZVPD basis) results for the ion C5H13N2 with charge +1.

Each line ends with the Löwdin charge.
Cartesian coordinates (Å):
C (0.1856, 0.3508, 2.0878)  -0.017
C (-0.1543, 0.4625, 0.5711)  -0.249
C (0.9096, 0.7077, -0.4665)  -0.278
N (0.8298, 1.6998, -1.3800)  0.125
N (0.7404, -0.8070, -1.0727)  0.153
C (-0.2978, -0.9719, 0.0471)  -0.314
C (-1.6694, -1.2201, -0.5281)  -0.033
H (1.1287, -0.1293, 2.2062)  0.074
H (-0.4780, -0.0495, 2.7459)  0.050
H (0.2824, 1.4632, 2.4403)  0.131
H (-1.0307, 0.9892, 0.5578)  0.115
H (1.8910, 0.6520, -0.1151)  0.145
H (1.6499, 2.3007, -1.4640)  0.125
H (0.0077, 2.2489, -1.4939)  0.105
H (1.6473, -1.3831, -1.1418)  0.207
H (0.3263, -0.8738, -2.0230)  0.169
H (-0.0306, -1.6598, 0.8307)  0.146
H (-1.7706, -0.3708, -1.2451)  0.101
H (-2.4157, -1.0942, 0.3230)  0.122
H (-1.7516, -2.3152, -0.8797)  0.123

Values from the calculation:
HOMO-LUMO gap, hartree: 0.4273
Total charge: +1
SMILES: C[C@H]1[C@H](N)[NH2+][C@@H]1C



Energies relative to the most stable structure, in hartree: model i 0.1886; model ii 0.1622; model iii 0.1336; model iv 0.0000.



Model i:
DFT (the ωB97M-V functional and the def2-TZVPD basis) results for a structure of composition C5H13N2.

Each line ends with the Löwdin charge.
Cartesian coordinates (Å):
C (-2.5897, 0.0327, 0.2481)  -0.026
C (-1.2519, -0.1627, -0.4410)  0.007
C (-0.2574, 0.9034, -0.2138)  -0.164
C (1.2466, 0.5778, -0.3197)  -0.455
C (1.4548, -1.0510, -0.3838)  -0.198
N (0.6257, -1.8066, 0.5048)  0.087
N (1.8704, 1.4445, 0.6932)  0.075
H (-2.4355, 0.3606, 1.2618)  0.093
H (-3.0637, 0.9006, -0.2215)  0.130
H (-3.3211, -0.7502, 0.1959)  0.093
H (-1.4428, -0.5588, -1.4510)  0.155
H (0.8999, -1.6998, 1.4836)  0.116
H (-0.4127, 1.8187, -0.8373)  0.186
H (-0.3462, 1.2928, 0.8337)  0.140
H (1.1511, -1.3954, -1.3962)  0.134
H (-0.3923, -1.4817, 0.2240)  0.090
H (2.5088, -1.2879, -0.2440)  0.137
H (2.8374, 1.6065, 0.3913)  0.099
H (1.4113, 0.4162, 1.0452)  0.146
H (1.5072, 0.8402, -1.3732)  0.152

Values from the calculation:
HOMO-LUMO gap, hartree: 0.2408
Total charge: +1



Model ii:
DFT (the ωB97M-V functional and the def2-TZVPD basis) results for the ion C5H13N2 with charge +1.

Each line ends with the Löwdin charge.
Cartesian coordinates (Å):
C (1.9808, -0.0860, 1.9349)  -0.045
C (1.5898, 0.3963, 0.4655)  -0.058
C (0.4721, 0.2160, -0.2586)  -0.297
C (0.1939, 0.9880, -1.4534)  -0.095
C (-0.8353, -0.5141, 0.2458)  -0.237
N (-1.9009, 0.4538, 0.4138)  0.100
N (-1.3294, -1.5117, -0.9078)  0.226
H (2.6065, -1.0160, 1.7581)  0.100
H (2.5683, 0.7814, 2.3633)  0.090
H (1.0177, -0.0630, 2.5119)  0.078
H (2.3127, 0.8303, -0.2214)  0.112
H (1.1036, 1.2512, -1.9264)  0.079
H (-0.2075, 2.0459, -1.3340)  0.128
H (-0.4620, 0.5507, -2.2213)  0.082
H (-0.6416, -1.2378, 1.0759)  0.153
H (-1.5790, 1.3650, 0.2367)  0.064
H (-2.7268, 0.4916, 0.9326)  0.083
H (-0.7523, -1.1242, -1.8064)  0.204
H (-2.2575, -1.3613, -1.0826)  0.104
H (-1.1531, -2.4560, -0.7265)  0.128

Values from the calculation:
HOMO-LUMO gap, hartree: 0.3723
Total charge: +1
SMILES: C/C=C(/C)[C@@H](N)[NH3+]



Energies relative to the most stable structure, in hartree: model i 0.1626; model ii 0.0000.



Model i:
DFT (the ωB97M-V functional and the def2-TZVPD basis) results for the ion C5H13N2 with charge +1.

Each line ends with the Löwdin charge.
Cartesian coordinates (Å):
C (-2.0259, 0.8959, 1.1875)  -0.070
C (-1.9515, 0.3095, -0.2285)  -0.174
C (-0.6874, -0.6386, -0.0661)  -0.127
C (0.6341, 0.0494, 0.1500)  -0.021
N (1.3989, -0.0732, 1.4805)  0.098
C (1.4651, 0.3398, -1.0106)  -0.224
N (1.8207, -0.8385, -1.8007)  0.048
H (-2.4333, 1.9048, 1.2442)  0.095
H (-0.9888, 0.8210, 1.4049)  0.023
H (-2.5218, 0.1832, 1.8793)  0.111
H (-2.8555, -0.2008, -0.5109)  0.113
H (-1.6921, 1.0227, -1.0237)  0.117
H (-0.7036, -1.2579, -1.0380)  0.170
H (-0.9592, -1.2884, 0.7753)  0.138
H (1.8152, 0.7464, 1.9775)  0.130
H (2.1054, -0.7960, 1.3222)  0.104
H (2.4506, 0.6617, -0.7690)  0.121
H (0.9119, 0.9325, -1.7651)  0.149
H (2.8436, -1.1218, -1.8169)  0.133
H (1.3737, -1.6517, -1.3920)  0.066

Values from the calculation:
HOMO-LUMO gap, hartree: 0.2631
Total charge: +1
SMILES: CCCC(=[NH2+])CN



Model ii:
DFT (the ωB97M-V functional and the def2-TZVPD basis) results for the ion C5H13N2 with charge +1.

Each line ends with the Löwdin charge.
Cartesian coordinates (Å):
N (1.8713, 0.4105, 2.9040)  0.045
C (1.5275, 0.2307, 1.6067)  -0.223
C (0.4585, 0.7283, 0.8933)  -0.162
C (0.4122, 0.8949, -0.5808)  -0.237
C (0.1898, -0.3341, -1.5102)  -0.175
C (-0.9388, -1.2404, -1.0029)  -0.113
N (-2.1744, -0.3247, -1.1455)  0.177
H (1.1461, 0.8335, 3.5128)  0.115
H (2.5486, -0.1631, 3.4672)  0.132
H (2.3543, -0.3920, 1.1201)  0.147
H (-0.1442, 1.5117, 1.4420)  0.112
H (1.3452, 1.2532, -0.9128)  0.101
H (-0.3918, 1.5941, -0.7891)  0.094
H (0.1908, -0.0419, -2.5359)  0.117
H (1.0102, -0.9321, -1.3055)  0.089
H (-1.1819, -2.1178, -1.6848)  0.147
H (-0.8065, -1.6714, 0.0202)  0.141
H (-2.1166, 0.4824, -0.4541)  0.181
H (-3.0440, -0.8586, -1.0323)  0.171
H (-2.2565, 0.1368, -2.0124)  0.139

Values from the calculation:
HOMO-LUMO gap, hartree: 0.2875
Total charge: +1
SMILES: N/C=C/CCC[NH3+]



Energies relative to the most stable structure, in hartree: model i 0.1063; model ii 0.0000.